Entry 1:
Computed, not measured: a molecular structure, C6H9NO, with the ωB97M-V functional and the def2-TZVPD basis.

## Properties
Highest occupied orbital energy = -7.8 eV
Strongest force on any atom = 0.56 eV/A
LUMO level = 0.216 eV
Frontier orbital gap = 0.296 Eh

Geometry as XYZ:
```
17
Properties=species:S:1:pos:R:3:forces:R:3
C -0.027139 0.662125 1.214714 -0.121 -0.177 -0.309
C 0.800177 1.878299 0.832267 -0.028 -0.023 0.021
C -0.781794 -0.674516 -0.915943 -0.129 -0.080 -0.054
C 0.336575 -0.930343 -0.149669 -0.026 0.190 0.147
N -1.158661 -1.299852 -2.093802 0.026 -0.037 -0.087
C 1.321863 -1.747201 0.160231 -0.066 0.079 0.056
C -1.364556 0.423897 -0.297797 0.095 0.319 0.045
O -2.043849 1.382169 -0.441367 0.331 -0.412 0.187
H -1.692111 -0.745703 -2.745879 0.027 -0.029 0.074
H -1.473772 -2.256501 -2.031916 0.002 0.105 0.026
H -0.928307 0.939403 1.767270 0.010 0.024 -0.027
H 0.511675 -0.013655 1.871403 0.018 0.000 -0.028
H 1.232984 -2.809443 -0.043671 -0.051 0.072 -0.006
H 2.224081 -1.405395 0.651222 -0.044 0.036 -0.018
H 0.245644 2.550205 0.174938 0.006 -0.034 0.013
H 1.723718 1.593483 0.324904 -0.030 0.003 0.014
H 1.073472 2.453028 1.723093 -0.020 -0.035 -0.054
```
Positions in Å, forces in eV/Å.

Computed natural (NBO) charges, given in elementary charges:
1. C -0.519
2. C -0.632
3. C -0.178
4. C 0.246
5. N -0.795
6. C -0.585
7. C 0.663
8. O -0.523
9. H 0.387
10. H 0.381
11. H 0.228
12. H 0.231
13. H 0.236
14. H 0.228
15. H 0.216
16. H 0.204
17. H 0.212

***

Entry 2:
Computed, not measured: a gas-phase ion, C18H27N3O7PS (charge -1) in a non-equilibrium geometry, with the ωB97M-V functional and the def2-TZVPD basis.

## Properties
Total charge = -1
SMILES = CCSCN(CCOC(C)=O)[C@@](CCC(=O)Nc1ccccc1)(C(=O)[O-])P(=N)(O)O
Highest occupied orbital energy = -4.8 eV
Strongest force on any atom = 1.26 eV/A
LUMO level = 2.447 eV
Frontier orbital gap = 0.267 Eh

Geometry as XYZ:
```
57
Properties=species:S:1:pos:R:3:forces:R:3
C -3.942030 2.796806 2.244267 0.183 0.084 -0.020
C -3.089559 2.053443 1.202043 -0.097 -0.155 0.519
S -1.359693 2.517251 1.424024 0.025 0.337 -0.073
C -0.639622 2.153921 -0.209780 -0.243 -0.279 -0.237
N -0.264302 0.783547 -0.518159 0.474 0.819 -0.248
C -1.008967 0.252698 -1.645846 -0.286 -0.347 -0.116
C -2.381184 -0.236274 -1.195204 0.040 -0.117 0.278
O -2.867742 -1.281983 -2.064049 0.116 0.266 -0.449
C -3.471538 -0.898885 -3.212180 -0.026 -0.075 0.072
C -4.529089 0.187146 -3.102065 0.239 0.048 0.121
O -3.228082 -1.442640 -4.257114 -0.136 -0.037 0.221
C 1.178170 0.498619 -0.557311 -0.256 -0.091 -0.189
C 1.987163 1.101631 0.594896 -0.052 -0.039 0.178
C 1.546372 0.910302 2.069338 0.267 0.098 0.234
C 0.787727 -0.346485 2.481603 0.014 -0.101 0.042
O -0.332547 -0.608093 2.158221 -0.048 0.055 -0.010
N 1.517141 -1.245399 3.347267 0.027 0.065 -0.011
C 2.168891 -2.297398 2.621613 -0.215 -0.155 0.130
C 3.526545 -2.240959 2.341636 0.062 0.078 0.122
C 4.134586 -3.261343 1.629215 0.078 0.021 0.087
C 3.384938 -4.334922 1.180186 0.132 0.022 0.013
C 2.024015 -4.376631 1.443992 0.062 -0.144 -0.089
C 1.415260 -3.369388 2.168618 -0.105 -0.081 -0.119
C 1.475727 -1.068478 -0.614755 -0.879 -0.244 0.148
O 2.673527 -1.290506 -0.844528 0.225 -0.077 -0.003
O 0.504245 -1.830387 -0.439579 0.663 0.318 -0.126
P 2.022778 1.156159 -2.094640 0.873 -0.505 0.750
N 3.533922 1.550584 -2.025978 -0.651 0.155 -0.263
O 1.048436 2.411084 -2.490570 -0.124 0.146 -0.342
O 1.665460 0.055088 -3.206720 -0.094 -0.019 -0.233
H -3.321638 3.149448 3.071814 -0.031 -0.106 0.012
H -4.410194 3.683374 1.813520 -0.034 -0.063 0.008
H -4.707982 2.146340 2.666862 -0.084 0.061 -0.089
H -3.420122 2.293536 0.191376 0.070 -0.015 -0.029
H -3.172351 0.977755 1.364907 -0.029 0.022 -0.172
H 0.184848 2.854147 -0.326541 0.047 -0.025 0.167
H -1.408472 2.478477 -0.918951 0.099 0.048 -0.034
H -1.096878 0.995875 -2.457349 -0.095 0.007 0.006
H -0.510220 -0.623787 -2.051423 0.108 0.034 0.187
H -2.254554 -0.673563 -0.204883 -0.046 -0.123 -0.118
H -3.118616 0.566383 -1.150053 0.033 -0.004 0.097
H -4.081410 1.144774 -3.376450 -0.079 -0.003 -0.043
H -4.920116 0.274704 -2.089828 -0.072 -0.035 -0.065
H -5.327769 -0.045054 -3.800991 0.039 0.027 -0.049
H 2.978417 0.664555 0.477378 -0.059 -0.010 -0.089
H 2.129208 2.176598 0.437759 -0.029 0.001 0.097
H 0.982233 1.773483 2.427747 -0.199 -0.119 -0.157
H 2.484322 0.916116 2.631863 -0.059 0.095 0.050
H 2.190187 -0.741237 3.908251 0.170 0.085 -0.244
H 4.101407 -1.379111 2.668241 -0.001 -0.036 -0.034
H 5.193000 -3.196864 1.409023 -0.023 -0.018 -0.036
H 3.869318 -5.118261 0.610701 -0.093 -0.019 -0.027
H 1.430082 -5.199504 1.066468 -0.028 0.030 0.004
H 0.348847 -3.390227 2.347711 0.031 0.084 0.036
H 3.688717 2.540703 -2.181872 0.151 -0.034 0.097
H 1.556515 3.019725 -3.039388 -0.029 0.074 0.022
H 1.132672 0.413105 -3.924332 -0.025 -0.003 0.015
```
Positions in Å, forces in eV/Å.

Computed natural (NBO) charges, given in elementary charges:
1. C -0.612
2. C -0.536
3. S 0.171
4. C -0.340
5. N -0.469
6. C -0.265
7. C -0.075
8. O -0.506
9. C 0.803
10. C -0.744
11. O -0.575
12. C -0.322
13. C -0.419
14. C -0.515
15. C 0.718
16. O -0.510
17. N -0.696
18. C 0.223
19. C -0.275
20. C -0.179
21. C -0.225
22. C -0.184
23. C -0.228
24. C 0.770
25. O -0.747
26. O -0.740
27. P 2.230
28. N -1.353
29. O -1.019
30. O -0.983
31. H 0.213
32. H 0.203
33. H 0.206
34. H 0.197
35. H 0.218
36. H 0.220
37. H 0.197
38. H 0.154
39. H 0.275
40. H 0.234
41. H 0.154
42. H 0.233
43. H 0.220
44. H 0.237
45. H 0.273
46. H 0.197
47. H 0.233
48. H 0.199
49. H 0.358
50. H 0.197
51. H 0.201
52. H 0.201
53. H 0.205
54. H 0.230
55. H 0.355
56. H 0.493
57. H 0.498

***

Entry 3:
Computed, not measured: a molecular structure, C17H54F3O15Y in a non-equilibrium geometry, with the ωB97M-V functional and the def2-TZVPD basis.

## Properties
Highest occupied orbital energy = -6.3 eV
Strongest force on any atom = 7.50 eV/A
LUMO level = -3.927 eV
Frontier orbital gap = 0.088 Eh

Geometry as XYZ:
```
90
Properties=species:S:1:pos:R:3:forces:R:3
Y 1.471980 -17.237790 -29.915550 0.110 -1.241 2.601
O 7.121910 -11.401690 -25.141250 -4.130 -2.236 -2.500
C 5.880000 -11.971190 -25.597440 3.826 3.254 5.572
C 5.788510 -12.600370 -27.045700 3.171 -4.704 -3.766
O 6.779930 -13.555040 -27.440730 -2.953 3.642 1.979
H 5.086460 -11.285790 -25.299750 -0.335 0.906 -1.666
H 5.600100 -12.701620 -24.838350 0.688 -1.759 -0.627
H 5.879200 -11.744550 -27.714610 0.195 0.507 0.281
H 4.851380 -13.145740 -27.157340 -0.459 0.310 0.738
C 1.074210 -18.000770 -26.309430 0.373 1.240 -1.588
O 1.492890 -16.747640 -25.777400 0.302 1.109 1.043
O 1.457430 -18.050670 -27.634090 0.123 0.056 -1.529
C 1.725740 -19.090100 -25.356770 0.141 1.400 -2.146
F 1.202100 -19.016360 -24.157310 0.008 -0.205 0.653
F 1.523310 -20.300550 -25.887600 0.141 -0.093 0.343
F 3.080420 -18.894380 -25.267680 -0.720 -0.286 0.130
C 0.711120 -15.533230 -25.923970 -1.351 -0.871 0.351
C 1.391960 -14.315450 -25.376790 1.487 0.768 -0.082
H 1.570600 -14.354540 -24.302240 0.084 -0.536 -0.117
H 2.334930 -14.128100 -25.890400 0.222 -0.137 0.246
H 0.919310 -13.343000 -25.514790 -0.959 -0.390 -0.364
H -0.197540 -15.592680 -25.324890 -0.347 -0.627 0.040
H 0.355910 -15.405960 -26.946580 0.322 0.011 -0.351
H -0.012160 -18.088830 -26.297900 -0.283 -0.216 0.715
C -1.681610 -11.827150 -24.534430 -1.155 0.167 1.889
O -1.870070 -12.821750 -25.509330 0.526 0.231 -0.837
H -1.405070 -10.811290 -24.816660 0.426 -0.489 -0.927
H -2.654540 -11.693090 -24.061640 -0.130 0.264 0.378
H -1.024860 -12.196650 -23.746880 0.400 0.234 -0.005
H -2.119140 -13.589490 -24.989580 -0.038 -0.287 -0.352
C -2.338650 -19.702830 -23.788530 0.894 -1.185 -0.339
O -1.498660 -20.296250 -24.854230 -0.943 0.532 2.049
H -2.322470 -20.313350 -22.885700 0.437 -0.503 -0.259
H -1.941030 -18.751310 -23.435510 -0.152 0.286 -0.400
H -3.396290 -19.689720 -24.051800 0.069 0.462 -0.400
H -1.619190 -19.695610 -25.593350 -0.195 -0.036 -0.337
C 5.544070 -21.987920 -24.936310 -0.228 2.516 -0.095
O 5.659120 -23.035120 -25.802320 -0.127 -2.124 -1.152
H 4.593210 -21.473470 -25.075280 -0.519 -0.268 0.677
H 5.752290 -22.228150 -23.893700 -0.050 -0.061 -0.089
H 6.189880 -21.199710 -25.323300 0.748 0.176 0.647
H 4.830500 -23.127740 -26.278150 0.154 -0.210 0.020
C -0.754620 -10.227220 -28.303990 -1.641 2.428 0.610
O -0.160430 -11.041790 -27.376200 1.024 -1.691 0.391
H -1.465440 -10.623700 -29.029010 0.804 -0.784 -0.619
H -1.451080 -9.617670 -27.728230 -0.313 0.746 0.038
H -0.038310 -9.491460 -28.669570 0.078 -0.524 -0.540
H -0.853700 -11.541840 -26.939240 0.045 -0.353 0.096
C 0.770450 -16.292670 -21.420340 0.825 0.264 0.911
O 0.870170 -15.447820 -20.234770 -0.669 -0.937 -1.379
H -0.166940 -16.264810 -21.975880 -0.370 0.269 0.317
H 1.555530 -15.950200 -22.094480 0.106 -0.397 -0.307
H 0.960980 -17.321940 -21.116380 0.023 0.068 -0.086
H 1.078570 -14.609520 -20.653600 0.066 0.700 0.561
C -2.801750 -17.340020 -26.008190 -0.141 1.269 -0.298
O -2.728040 -18.628890 -26.552250 -0.120 -0.871 0.137
H -2.572820 -17.299130 -24.943290 0.406 -0.581 -0.174
H -2.117220 -16.715040 -26.581710 -0.081 0.472 0.309
H -3.805700 -16.919030 -26.062580 -0.156 0.008 -0.339
H -2.977730 -18.610500 -27.479030 -0.066 0.183 0.014
C -0.081060 -20.065190 -29.612590 -2.104 -0.965 0.938
O 0.947580 -19.552560 -30.409250 0.608 0.432 -0.388
H 0.298210 -20.707230 -28.817580 0.075 0.358 0.195
H -0.736970 -19.285370 -29.225600 0.473 0.213 0.229
H -0.746840 -20.668410 -30.229800 -0.002 -0.126 -0.162
H 1.245510 -20.357040 -30.840100 0.908 0.409 -0.589
C -2.416520 -13.916660 -28.479290 0.978 -1.465 -0.291
O -2.759700 -15.295800 -28.685390 -0.496 -0.149 0.173
H -2.485390 -13.389860 -29.431050 -0.693 0.552 0.315
H -2.992900 -13.609520 -27.606620 -0.049 0.525 -0.577
H -1.353710 -13.895130 -28.238320 0.149 0.365 0.403
H -2.150320 -15.695780 -29.310100 0.203 0.113 -0.146
C 4.504680 -15.537890 -25.220630 0.231 0.118 -0.072
O 4.047620 -15.439140 -26.545480 0.470 0.152 -0.756
H 5.588140 -15.418670 -25.223600 0.015 0.073 -0.204
H 4.076530 -14.714310 -24.649230 -0.064 -0.125 0.558
H 4.302630 -16.509360 -24.769500 -0.302 0.042 0.158
H 3.119400 -15.675280 -26.610630 -0.059 -0.463 0.349
C 4.964230 -19.284420 -28.020910 -1.769 -0.223 0.463
O 4.794280 -17.945480 -27.672650 1.418 1.676 -0.683
H 5.256430 -19.846240 -27.133740 0.128 -0.507 -0.306
H 3.959000 -19.534380 -28.360240 -0.191 -1.255 0.045
H 5.598310 -19.480740 -28.885490 0.495 0.645 0.327
H 4.264480 -17.802570 -26.884940 -0.108 -0.441 -0.080
C 2.443640 -12.697600 -22.422330 -0.811 1.024 -0.668
O 1.570370 -12.881220 -21.294920 0.943 -0.657 -0.181
H 3.089050 -13.528070 -22.708460 -0.323 -0.427 0.891
H 1.802350 -12.523950 -23.286440 0.125 0.113 -0.243
H 3.083530 -11.820000 -22.330340 0.051 0.049 0.346
H 1.030970 -12.096170 -21.175140 0.103 0.069 -0.108
```
Positions in Å, forces in eV/Å.

Computed Mulliken charges, given in elementary charges:
1. Y -0.390
2. O -0.428
3. C -0.183
4. C 0.193
5. O -0.357
6. H 0.323
7. H 0.129
8. H 0.321
9. H 0.021
10. C 0.620
11. O 0.210
12. O 0.381
13. C 0.690
14. F -0.198
15. F -0.254
16. F -0.224
17. C -0.004
18. C -0.142
19. H -0.393
20. H 0.068
21. H 0.340
22. H 0.065
23. H -0.120
24. H -0.423
25. C -0.771
26. O -0.351
27. H 0.326
28. H 0.371
29. H 0.199
30. H 0.235
31. C -0.515
32. O -0.508
33. H 0.311
34. H 0.103
35. H 0.300
36. H 0.296
37. C -0.201
38. O -0.517
39. H -0.122
40. H 0.293
41. H 0.240
42. H 0.320
43. C -0.706
44. O -0.366
45. H 0.259
46. H 0.275
47. H 0.265
48. H 0.229
49. C -0.307
50. O -0.566
51. H 0.218
52. H -0.016
53. H 0.289
54. H 0.398
55. C -0.257
56. O -0.634
57. H 0.124
58. H -0.009
59. H 0.432
60. H 0.282
61. C -0.483
62. O -0.418
63. H 0.285
64. H 0.045
65. H 0.401
66. H 0.315
67. C -0.440
68. O -0.480
69. H 0.351
70. H 0.221
71. H 0.144
72. H 0.204
73. C -0.035
74. O -0.605
75. H 0.383
76. H -0.193
77. H 0.124
78. H 0.126
79. C -0.156
80. O -0.416
81. H -0.003
82. H -0.030
83. H 0.285
84. H 0.155
85. C -0.335
86. O -0.558
87. H 0.165
88. H 0.127
89. H 0.375
90. H 0.282